Entry from OMol25: a molecular structure, C12H14Br2 in a non-equilibrium geometry (the ωB97M-V functional and the def2-TZVPD basis).

The geometry in XYZ format:
```
28
Properties=species:S:1:pos:R:3:forces:R:3
C 1.06123 1.68975 -2.84782 0.791 1.110 -1.349
C 1.27313 1.52945 -1.54213 0.698 0.974 0.806
C -1.73757 -1.75206 0.60032 -0.318 1.149 -3.799
C -0.89329 -0.12844 2.07181 -1.472 -3.520 -0.433
C -1.72870 0.51337 -0.28452 1.757 -1.258 1.550
C -1.99471 -0.32538 0.97011 -1.025 1.630 1.477
C -0.32045 -1.44662 0.13828 0.324 -0.484 -0.709
C 0.32062 -0.67985 1.32932 1.056 0.426 -0.382
C -0.45558 -0.30387 -0.86317 -0.710 2.284 0.299
C 1.22427 0.41172 0.66469 0.658 -0.407 1.876
C 0.65331 0.60766 -0.66770 1.537 1.691 0.552
C 2.60211 -0.17607 0.33180 0.505 1.208 1.070
Br 3.98501 1.06782 0.81641 0.080 -0.485 -0.348
Br 3.09898 -1.47535 -0.91569 -0.360 0.165 0.129
H 1.66713 2.38726 -3.45441 -0.421 -0.326 0.610
H 0.33452 1.17786 -3.40261 -0.963 -0.904 -0.603
H 2.04298 2.25747 -1.15630 -0.762 -1.222 0.143
H -1.79799 -2.29029 1.45393 -0.107 -2.323 2.399
H -2.34944 -2.20308 -0.24880 0.526 0.683 1.166
H -0.90721 0.77375 2.58451 0.548 2.090 0.341
H -1.22225 -0.86753 2.89393 0.693 0.880 -1.061
H -2.47274 0.39622 -1.00109 -1.643 0.148 -1.079
H -1.52743 1.55278 -0.02531 0.004 -0.009 -0.371
H -2.91308 -0.09970 1.50392 -0.637 -0.076 -0.487
H 0.22933 -2.28163 -0.28820 0.258 -0.055 0.333
H 0.94763 -1.34812 1.89458 0.156 -0.130 0.569
H -0.53366 -0.32611 -1.91607 -0.697 -1.507 -1.256
H 1.41387 1.33900 1.36018 -0.475 -1.736 -1.446
```
Positions in Å, forces in eV/Å.

Its energy above the lowest of the compared OMol25 structures with the same formula, charge and spin is 0.000 eV. The total energy comes out at -152751.8188 eV. The LUMO energy (spin up / spin down) comes out at 0.026 / 0.016 eV. As for the net charge: 0. The gap between HOMO and LUMO (spin up / spin down) comes out at 7.02 / 7.68 eV.

---

Entry from OMol25: C10H14O in the gas phase in a non-equilibrium geometry (the ωB97M-V functional and the def2-TZVPD basis).

The geometry in XYZ format:
```
25
Properties=species:S:1:pos:R:3:forces:R:3
C 1.79706 -1.21573 0.00045 -1.691 0.417 -0.997
C 0.44900 -1.30966 0.12322 2.433 -1.393 0.498
C 2.10651 0.09440 -0.67080 0.030 -1.862 -0.743
C 0.81580 0.68292 -1.11521 -2.324 0.126 3.501
C -0.30751 -0.23671 -0.42842 0.812 2.895 -2.437
C -0.07590 1.13220 0.19498 -0.532 -0.525 -2.031
C -0.24849 -2.39475 0.81215 0.591 -1.445 -1.323
C -1.55818 -0.56556 -1.23563 -0.468 0.492 0.226
C -1.23902 2.09649 0.01298 1.199 -1.403 -2.129
C 0.63382 1.21122 1.46178 1.372 0.473 0.673
O 3.21818 0.47348 -0.92037 0.662 0.787 -0.130
H 2.46268 -2.06179 0.06236 0.410 0.271 0.673
H 0.70025 1.25978 -2.00497 -0.110 0.132 -0.451
H -1.28000 -2.39185 0.46631 -0.112 -0.490 0.540
H -0.12300 -2.23593 1.85494 -0.387 -0.056 1.095
H 0.29124 -3.34285 0.53941 -0.834 0.568 0.431
H -1.55213 0.03936 -2.16307 -0.090 -0.439 0.430
H -2.47402 -0.22884 -0.64977 0.829 -1.051 -0.808
H -1.52716 -1.64356 -1.53661 -0.456 0.953 0.363
H -1.90889 2.07570 0.80617 -1.253 -0.359 1.589
H -1.73243 1.78098 -0.90346 -0.431 0.268 0.088
H -0.98950 3.10222 -0.14659 0.861 1.478 -0.068
H 1.08939 2.18483 1.59889 0.229 0.241 -0.063
H 1.39908 0.45753 1.51477 0.502 0.039 0.173
H 0.05322 1.03612 2.32647 -1.242 -0.117 0.899
```
Positions in Å, forces in eV/Å.

Its energy above the lowest of the compared OMol25 structures with the same formula, charge and spin is 2.223 eV. The SMILES is CC1=CC(=O)[C@@H]2C(C)(C)[C@]12C. The total energy comes out at -12642.4993 eV. The LUMO energy comes out at 0.675 eV. As for the net charge: 0. The gap between HOMO and LUMO comes out at 9.61 eV.

---

Entry from OMol25: 13 unconnected molecules or ions with the total composition H26O13 (the ωB97M-V functional and the def2-TZVPD basis).

The geometry in XYZ format:
```
39
Properties=species:S:1:pos:R:3:forces:R:3
O 1.32577 -0.39736 2.35984 -0.361 0.489 0.197
H 1.52225 -1.34389 2.37667 0.050 -0.051 -0.066
H 0.42123 -0.31824 2.70442 0.047 0.040 -0.041
O 0.93239 -2.88298 1.62371 -0.017 -0.411 0.051
H 1.16160 -3.79091 1.40388 0.079 -0.042 -0.053
H -0.02413 -2.81756 1.46662 -0.199 -0.144 0.071
O -1.37314 0.78301 2.60154 0.253 -0.284 0.095
H -0.87974 1.31911 3.23143 -0.137 0.111 0.027
H -1.36210 1.32517 1.79592 -0.178 0.195 0.082
O -0.89207 2.96636 0.92869 0.272 -0.087 0.000
H -0.47498 3.12971 0.07038 -0.033 0.209 0.029
H -1.30877 3.80164 1.15554 -0.142 -0.035 -0.048
O 0.25056 -2.83237 -2.10082 -0.234 -0.058 0.033
H -0.03339 -2.17054 -1.45634 0.210 0.119 -0.051
H -0.01130 -2.48550 -2.95727 0.029 -0.042 -0.039
O -0.30091 -0.50828 -0.23399 -0.426 -0.094 -0.192
H 0.04327 -0.88304 0.58695 0.346 0.143 0.064
H -0.31188 0.44089 -0.06899 0.154 0.045 0.047
O -0.46401 3.79892 -1.78756 -0.011 -0.141 -0.081
H -0.30570 4.42140 -2.50155 0.090 0.076 0.057
H -0.47061 2.92661 -2.20420 -0.022 -0.056 -0.013
O 2.46390 -0.09280 -1.57193 0.045 0.182 -0.117
H 2.25407 0.55122 -0.87802 0.261 0.146 0.095
H 1.75967 0.01081 -2.21546 -0.020 -0.179 -0.037
O -1.80866 -2.58685 1.28323 -0.139 -0.044 -0.021
H -2.49439 -3.26014 1.30196 0.036 -0.092 0.053
H -2.11241 -1.92452 0.65492 0.165 0.169 -0.028
O 2.14714 1.67766 0.59888 -0.514 -0.136 0.071
H 1.69887 1.11715 1.26182 0.444 -0.053 -0.018
H 2.57333 2.38108 1.09278 0.044 0.028 -0.027
O -3.03607 0.82421 -0.34050 -0.220 0.108 0.077
H -2.23046 0.60651 -0.81609 0.016 -0.006 -0.188
H -3.42426 -0.02086 -0.10426 -0.073 -0.025 0.075
O -1.21127 1.10661 -2.77927 0.087 0.001 -0.031
H -1.11884 0.16098 -2.93249 0.119 -0.027 0.029
H -1.81327 1.41323 -3.46527 -0.125 -0.001 0.053
O 3.26044 -2.41696 -0.09199 0.114 -0.062 0.311
H 3.05818 -1.61542 -0.59280 -0.033 0.028 -0.313
H 2.58971 -2.41408 0.59961 0.022 -0.020 -0.156
```
Positions in Å, forces in eV/Å.

Its energy above the lowest of the compared OMol25 structures with the same formula, charge and spin is 1.154 eV. The total energy comes out at -27040.7935 eV. The LUMO energy comes out at -0.254 eV. As for the net charge: 0. The gap between HOMO and LUMO comes out at 9.55 eV.

---

Entry from OMol25: C3H2Cl2FNO in the gas phase in a non-equilibrium geometry (the ωB97M-V functional and the def2-TZVPD basis).

The geometry in XYZ format:
```
10
Properties=species:S:1:pos:R:3:forces:R:3
C 0.79828 2.25105 -0.39406 -1.556 -2.966 -0.823
C 0.93047 3.43945 -0.95824 0.109 0.101 0.091
C -0.01600 0.80661 -1.07396 1.875 3.828 0.787
N -0.12731 -0.11103 -0.12764 -0.100 -0.792 0.598
O -0.36609 0.80741 -2.20874 -0.263 -0.389 -0.278
F 1.22681 2.00608 0.86079 0.025 0.273 -0.154
Cl 1.66648 4.77408 -0.14171 -0.047 -0.252 0.007
Cl 0.38858 3.76134 -2.54356 -0.046 0.018 -0.094
H 0.27684 0.02071 0.78503 -0.042 0.076 -0.142
H -0.54252 -1.00053 -0.36056 0.044 0.104 0.007
```
Positions in Å, forces in eV/Å.

Its energy above the lowest of the compared OMol25 structures with the same formula, charge and spin is 0.722 eV. The SMILES is NC(=O)C(F)=C(Cl)Cl. The total energy comes out at -34442.3423 eV. The LUMO energy comes out at 0.677 eV. As for the net charge: 0. The gap between HOMO and LUMO comes out at 10.28 eV.

---

Entry from OMol25: C5H7NO in the gas phase in a non-equilibrium geometry (the ωB97M-V functional and the def2-TZVPD basis).

The geometry in XYZ format:
```
14
Properties=species:S:1:pos:R:3:forces:R:3
C -1.60084 0.99126 0.42991 -0.010 -0.003 0.087
C -0.65566 -0.19385 0.59251 0.025 -0.236 0.174
C 0.53555 -0.20211 -0.29035 -0.879 0.836 -0.856
C 1.72934 -1.01507 -0.03584 -0.650 1.315 1.395
O 2.16106 -1.63490 -1.09223 1.218 -1.020 -0.517
C 0.47315 0.44987 -1.55234 -0.120 0.197 0.080
N 0.38554 1.05090 -2.54304 0.078 -0.366 0.507
H -1.09098 1.93587 0.64249 -0.069 -0.129 -0.030
H -2.44071 0.88707 1.12146 0.075 0.067 -0.104
H -1.99591 1.04186 -0.58938 0.070 -0.012 0.156
H -0.28797 -0.30451 1.62470 -0.170 0.107 -0.081
H -1.19068 -1.13650 0.38456 -0.044 0.119 0.084
H 2.41568 -0.22486 0.43141 0.227 -0.684 -0.407
H 1.56244 -1.64502 0.87615 0.248 -0.191 -0.490
```
Positions in Å, forces in eV/Å.

Its energy above the lowest of the compared OMol25 structures with the same formula, charge and spin is 4.244 eV. The total energy comes out at -8831.9584 eV. The LUMO energy (spin up / spin down) comes out at -2.187 / -1.120 eV. As for the net charge: 0. The gap between HOMO and LUMO (spin up / spin down) comes out at 6.58 / 9.63 eV.

---

Entry from OMol25: 3 unconnected molecules or ions with the total composition C14H32IO10PSi (the ωB97M-V functional and the def2-TZVPD basis).

The geometry in XYZ format:
```
59
Properties=species:S:1:pos:R:3:forces:R:3
C -2.49042 -1.09477 -1.57866 -0.002 0.090 0.017
C -1.56479 -0.81960 -2.75393 -0.148 -0.038 -0.053
C -0.89488 -2.00679 -3.46804 0.128 0.346 -0.101
I -1.31032 -3.96528 -2.64119 -0.059 -0.069 0.082
O 0.49614 -1.81057 -3.66947 -0.255 -0.528 0.288
P 1.54365 -1.34834 -2.56123 0.314 0.539 -0.323
O 1.74871 0.09737 -2.47660 -0.035 -0.042 0.178
O 0.99555 -2.01027 -1.21401 0.280 0.207 0.224
O 2.82569 -2.13441 -2.97887 -0.210 -0.186 0.188
Si 3.32662 -3.73908 -2.76825 0.283 -0.092 -0.147
C 2.17352 -4.93585 -3.61043 -0.004 -0.007 0.086
C 3.47274 -4.12878 -0.95381 -0.178 -0.083 -0.033
C 5.00734 -3.78333 -3.56246 0.052 0.134 0.014
H -3.35102 -1.69393 -1.87227 0.022 -0.086 0.023
H -2.86997 -0.14257 -1.20602 0.012 0.014 0.032
H -1.97134 -1.59690 -0.76290 -0.010 -0.031 -0.023
H -2.13839 -0.29750 -3.52335 0.064 0.067 -0.008
H -0.77712 -0.13228 -2.44369 0.012 -0.012 -0.008
H -1.28331 -2.13550 -4.46919 -0.047 0.039 -0.045
H 1.36808 -1.52190 -0.45495 -0.324 -0.176 -0.211
H 1.49790 -4.46112 -4.32244 0.073 -0.004 -0.031
H 1.56172 -5.46480 -2.87840 -0.023 0.031 -0.047
H 2.77737 -5.67745 -4.13663 -0.040 -0.017 -0.077
H 3.72751 -3.25726 -0.34948 0.107 -0.023 -0.016
H 4.25561 -4.88251 -0.83660 0.023 0.042 0.092
H 2.54450 -4.55500 -0.57034 -0.012 0.064 0.045
H 5.05109 -3.14473 -4.44616 -0.040 -0.049 -0.035
H 5.77563 -3.43566 -2.86912 0.009 0.008 -0.011
H 5.25819 -4.80216 -3.86282 0.034 -0.004 0.015
C 0.05563 1.39828 5.01809 -0.041 0.040 -0.073
C 1.22887 0.55788 4.56996 0.076 -0.073 0.136
O 1.33961 0.47932 3.13491 -0.049 -0.001 -0.060
C 1.87164 1.54486 2.53786 0.093 -0.046 0.035
O 2.25533 2.54661 3.08544 0.007 0.003 -0.001
O 1.90449 1.31150 1.22814 -0.028 -0.049 -0.018
C 2.41511 2.39143 0.43133 0.044 -0.050 -0.219
H -0.87284 1.04273 4.56998 0.000 -0.017 0.021
H -0.03723 1.33326 6.10260 -0.017 -0.005 0.006
H 0.19300 2.44540 4.75296 0.031 -0.011 0.028
H 1.10728 -0.47928 4.87603 -0.005 0.003 -0.008
H 2.16720 0.93493 4.97591 -0.008 0.035 -0.031
H 3.38398 2.71855 0.80090 -0.019 0.001 0.057
H 1.71735 3.22736 0.43841 0.015 0.013 0.058
H 2.50396 1.98873 -0.57390 -0.045 -0.018 0.004
C -6.19456 3.46318 1.49049 0.064 -0.069 0.013
C -5.43258 4.54440 2.22309 -0.083 0.107 -0.004
O -4.21806 4.03937 2.80941 0.063 0.062 0.010
C -3.19964 3.88561 1.96453 -0.136 -0.356 -0.070
O -3.20820 4.13737 0.78681 0.046 0.127 0.025
O -2.17802 3.35618 2.63651 0.025 0.103 0.041
C -1.01901 3.08583 1.84124 0.034 -0.029 -0.023
H -6.38969 2.61980 2.15347 -0.030 0.012 0.005
H -7.14929 3.85803 1.14201 -0.005 0.005 0.001
H -5.63214 3.10967 0.62780 -0.004 0.021 -0.006
H -6.00041 4.92046 3.07166 0.019 -0.015 0.014
H -5.19045 5.37855 1.56568 0.025 -0.026 -0.022
H -0.70164 3.97695 1.30350 -0.031 0.009 -0.005
H -1.22298 2.28419 1.13223 -0.012 0.024 -0.023
H -0.25273 2.77979 2.54424 -0.057 0.067 -0.006
```
Positions in Å, forces in eV/Å.

The SMILES is CC[C@H](I)O[P@@](=O)(O)O[Si](C)(C)C.CCOC(=O)OC.CCOC(=O)OC. The total energy comes out at -60785.2746 eV. The LUMO energy comes out at 0.348 eV. As for the net charge: 0. The gap between HOMO and LUMO comes out at 9.84 eV.

---

Entry from OMol25: C2H2FOP in the gas phase in a non-equilibrium geometry (the ωB97M-V functional and the def2-TZVPD basis).

The geometry in XYZ format:
```
7
Properties=species:S:1:pos:R:3:forces:R:3
C 0.89019 -0.38335 -0.16544 -2.697 2.012 -0.648
C -0.21711 0.24059 0.65776 -1.131 -3.306 -0.396
O 2.03438 -0.69749 -0.11731 1.664 -0.837 0.028
F -0.93590 0.67673 -1.90876 -0.244 -0.822 0.405
P -0.87380 -0.64153 -0.90994 1.847 1.685 0.985
H -0.31049 -0.41096 1.53522 -0.292 0.185 0.261
H -0.58727 1.21600 0.90847 0.853 1.083 -0.636
```
Positions in Å, forces in eV/Å.

Its energy above the lowest of the compared OMol25 structures with the same formula, charge and spin is 0.969 eV. The spin multiplicity is 3. The total energy comes out at -16156.2907 eV. The LUMO energy (spin up / spin down) comes out at 0.552 / -2.462 eV. As for the net charge: 0. The gap between HOMO and LUMO (spin up / spin down) comes out at 7.28 / 8.43 eV.